{"formula": "C5H15NO2", "method": "wB97M-V/def2-TZVPD", "species": ["H", "C", "C", "O", "H", "C", "H", "H", "H", "H", "H", "N", "H", "H", "C", "H", "H", "H", "H", "H", "O", "C", "H"], "xyz": [[1.502, -1.829, 2.325], [0.606, -0.166, 0.310], [1.166, -2.220, 1.347], [-4.912, -0.150, -0.545], [-3.988, -0.407, -0.393], [0.886, 0.861, -0.773], [0.097, -2.405, 1.375], [3.511, -1.817, 0.394], [1.685, 1.503, -0.381], [0.011, 2.611, -1.676], [3.046, -0.267, 1.221], [1.490, -1.327, 0.254], [-0.407, -0.548, 0.223], [-5.011, -0.130, -1.514], [-0.309, 1.745, -1.087], [1.279, 0.435, -1.698], [-0.337, 2.443, 0.720], [3.156, -0.345, -0.515], [0.671, 0.306, 1.303], [1.653, -3.183, 1.201], [-0.995, 2.193, 0.064], [2.889, -0.934, 0.356], [-1.018, 1.249, -1.761]], "atomic_forces_ev_per_a": [[-0.193, 0.049, -0.056], [0.016, -0.580, -0.282], [0.194, -0.290, 0.065], [0.318, -0.139, -0.532], [-0.417, 0.168, -0.089], [0.342, 0.589, 0.369], [-0.163, 0.044, 0.069], [0.231, -0.104, 0.156], [0.028, 0.096, -0.215], [0.243, 0.045, 0.030], [0.202, -0.293, 0.213], [0.103, 0.175, 0.133], [-0.270, 0.006, -0.068], [0.100, -0.014, 0.627], [0.119, 0.282, -0.716], [-0.161, -0.269, 0.059], [-0.035, 0.095, 0.019], [0.199, -0.058, -0.223], [0.009, 0.129, 0.075], [0.113, -0.052, -0.023], [-0.224, -0.191, 0.125], [-0.615, 0.531, -0.261], [-0.137, -0.221, 0.526]], "lowdin_charge": [0.089, -0.239, -0.123, -0.073, 0.031, -0.186, 0.080, 0.083, 0.111, 0.111, 0.092, -0.275, 0.117, 0.040, -0.282, 0.121, 0.084, 0.070, 0.121, 0.081, -0.064, -0.108, 0.119], "e_above_lowest_ev": 1.444, "smiles": "CN(C)CCCO.O", "orbital_gap_ev": 9.52, "mol_weight_da": 121.180, "energy_ev": -11012.502}